No. 1
{"formula": "C41H45N10", "method": "wB97M-V/def2-TZVPD", "symbols": ["N", "C", "H", "C", "H", "H", "H", "N", "N", "H", "C", "H", "H", "H", "H", "H", "H", "H", "H", "C", "C", "H", "C", "C", "C", "N", "H", "C", "C", "C", "C", "C", "H", "H", "H", "C", "C", "C", "N", "H", "H", "N", "H", "C", "H", "N", "H", "C", "C", "C", "H", "H", "C", "C", "H", "C", "H", "H", "C", "H", "C", "H", "H", "H", "C", "C", "C", "H", "N", "H", "C", "C", "H", "H", "C", "C", "H", "H", "C", "N", "C", "C", "C", "H", "N", "H", "H", "H", "C", "C", "H", "C", "H", "H", "C", "C"], "xyz": [[4.835, 3.579, -9.546], [-0.440, -0.978, 2.494], [2.978, 3.136, -6.760], [1.365, 4.883, -5.288], [4.768, 5.295, -1.910], [-0.312, 6.103, -4.717], [6.809, 3.857, -1.869], [5.325, 2.739, 0.950], [2.299, 3.974, -4.961], [4.115, 0.012, 1.273], [4.238, 3.524, 0.909], [-0.196, 2.145, -3.492], [2.498, -1.082, -0.120], [-3.821, -0.198, 1.491], [-6.273, -6.087, -0.264], [-2.442, -6.734, 5.326], [-1.560, 0.183, -2.766], [-4.275, -5.116, 3.184], [-5.962, -6.282, 4.607], [-2.616, -4.673, 4.745], [0.509, -2.215, 6.155], [1.591, 0.075, 8.379], [6.060, 3.782, -1.091], [-1.108, 1.882, -4.016], [-3.706, -5.593, 6.649], [-2.087, 0.883, 0.771], [-8.061, -7.289, 0.996], [-1.532, 2.632, -5.102], [-2.010, -1.134, 2.508], [0.429, 4.884, -3.101], [1.381, 3.943, -2.736], [-7.237, -6.821, 1.518], [4.155, 3.544, -11.484], [-0.505, -0.658, 7.237], [-3.641, -0.350, -4.040], [-0.024, 0.156, 1.527], [-6.068, -6.260, 3.529], [3.198, 3.222, -7.818], [-0.769, 1.035, 0.743], [1.892, 0.763, 2.441], [1.418, 3.546, -1.729], [-3.453, 1.205, -5.369], [-2.682, 1.513, 0.198], [2.525, 3.209, -10.115], [1.396, 5.227, -6.317], [1.642, -2.874, 5.865], [-0.967, 3.487, -5.445], [-6.245, -6.153, 0.819], [1.605, -0.750, 7.676], [-1.862, 0.791, -3.611], [-3.932, -6.427, 7.304], [7.080, 2.234, 0.008], [2.289, 3.524, -3.695], [2.757, -2.462, 6.489], [-4.322, -2.307, 6.182], [3.992, 4.450, -0.090], [-2.549, -1.933, 3.138], [-3.080, 2.814, -6.591], [2.790, -1.415, 7.396], [-0.298, 5.238, -2.378], [-5.130, -5.614, 2.741], [1.852, 1.165, 0.634], [-4.892, -4.165, 7.746], [1.172, 2.904, -8.470], [-7.142, -6.874, 2.902], [4.925, 4.580, -1.109], [-4.242, -4.338, 6.898], [1.770, 3.115, -10.885], [-3.123, -3.447, 4.962], [3.055, 2.793, -3.458], [3.849, 3.449, -10.448], [-2.704, 2.256, -5.739], [3.658, -3.011, 6.235], [0.245, -1.639, 3.111], [0.417, 5.367, -4.400], [-3.018, 0.495, -4.316], [-1.971, -4.759, 3.876], [3.690, -0.942, 2.603], [4.491, 3.464, -8.254], [-5.197, -5.549, 1.401], [0.438, -1.154, 7.043], [-2.876, -5.768, 5.551], [-2.674, -0.123, 1.562], [3.093, 5.054, -0.073], [3.772, -0.922, 1.574], [-0.378, -2.571, 5.637], [3.719, -1.127, 7.872], [5.307, 3.576, -7.547], [1.582, 0.363, 1.403], [-3.924, -3.306, 6.031], [3.540, 3.388, 1.729], [2.364, -0.983, 1.006], [1.913, -1.942, 1.430], [-7.898, -7.389, 3.484], [6.211, 2.882, -0.048], [2.198, 3.093, -8.771]], "lowdin_charge": [0.052, 0.116, 0.056, -0.139, 0.111, 0.113, 0.108, 0.048, 0.059, 0.054, -0.173, 0.080, 0.123, 0.148, 0.103, 0.115, 0.088, 0.062, 0.094, -0.191, -0.178, 0.110, -0.063, -0.074, -0.065, 0.022, 0.105, -0.059, 0.077, -0.082, -0.107, -0.070, 0.102, 0.101, 0.101, -0.156, -0.067, -0.089, 0.104, 0.130, 0.094, 0.061, 0.188, -0.080, 0.113, 0.048, 0.080, -0.153, -0.074, -0.089, 0.115, 0.107, -0.142, -0.149, 0.105, -0.088, 0.097, 0.107, -0.066, 0.111, -0.153, 0.110, 0.109, 0.099, -0.074, -0.079, -0.059, 0.100, 0.031, 0.111, -0.156, -0.136, 0.106, 0.119, -0.081, -0.158, 0.110, 0.066, -0.150, 0.049, -0.076, -0.063, 0.018, 0.099, -0.024, 0.078, 0.107, 0.101, -0.137, -0.144, 0.095, -0.257, 0.108, 0.109, -0.144, -0.087], "max_force_ev_per_a": 6.2, "spin_multiplicity": 1, "gap_ev": 5.590, "total_energy_ev": -58136.3842, "molar_mass_g_mol": 677.88, "total_charge": 1, "homo_energy_ev": -10.64}

---

No. 2
{"formula": "C41H46Cl5GeHgN2OSi2", "method": "wB97M-V/def2-TZVPD", "symbols": ["H", "H", "O", "C", "H", "H", "C", "H", "C", "C", "H", "Ge", "C", "H", "C", "C", "Cl", "H", "C", "C", "H", "C", "H", "C", "C", "C", "H", "C", "C", "C", "H", "Cl", "C", "C", "C", "Hg", "C", "H", "H", "C", "H", "C", "C", "C", "C", "N", "H", "C", "H", "Cl", "H", "H", "H", "C", "C", "H", "C", "H", "H", "H", "H", "H", "C", "H", "C", "C", "H", "C", "H", "C", "C", "C", "C", "C", "H", "Cl", "H", "H", "C", "C", "H", "H", "N", "H", "Si", "H", "C", "H", "H", "H", "H", "H", "Cl", "H", "H", "H", "H", "Si", "H"], "xyz": [[-0.763, -1.210, 1.040], [-4.559, 1.381, -5.238], [-1.476, 0.114, -0.940], [4.333, 3.033, -1.626], [-2.445, -0.168, 6.576], [1.609, -2.195, 1.570], [-5.658, 0.515, 1.675], [1.565, -0.823, -5.502], [-3.617, 1.665, 2.202], [3.713, 2.211, 1.974], [4.777, -0.465, 4.523], [1.106, 1.020, 1.302], [0.476, 2.886, 1.099], [-6.606, 0.093, 1.984], [3.601, 4.147, -2.036], [-0.921, -0.890, 2.061], [0.007, 2.552, -2.803], [2.261, -3.825, 1.792], [2.177, -2.993, 1.089], [-0.270, -4.385, -0.062], [2.559, -0.577, 3.485], [2.357, 1.611, -1.885], [1.255, 3.512, 0.662], [-4.837, 1.139, 2.602], [-3.748, 0.368, -3.532], [1.687, 2.733, -2.324], [3.401, -2.926, -4.944], [5.360, 1.316, 3.478], [-4.351, 0.366, -4.894], [2.503, -4.938, -1.135], [0.549, 2.873, 6.215], [4.352, 5.702, -2.102], [1.039, -2.216, -1.736], [2.816, 1.189, 2.287], [-5.368, 1.947, -2.581], [1.423, -0.219, -0.916], [-1.430, -0.083, 4.675], [3.465, -4.555, -1.475], [-0.610, -5.048, -0.860], [3.165, -3.102, -3.892], [-5.139, 1.201, 3.640], [0.256, 1.657, 4.502], [1.491, -0.687, -4.420], [-4.048, 0.953, -0.043], [-1.687, 0.351, 6.000], [-3.599, 0.852, -1.379], [-2.272, 1.986, 0.555], [-0.009, 2.053, 5.781], [-0.382, 2.924, 0.428], [1.362, 5.375, -2.926], [-6.124, 1.722, -3.330], [-0.060, -2.134, -1.747], [-1.714, -0.377, -3.774], [-0.191, 0.163, 2.552], [-0.998, 1.394, 6.544], [1.027, 2.156, 3.931], [4.971, 2.278, 2.558], [2.335, -0.080, -4.090], [-5.874, -0.117, -0.374], [5.648, 3.078, 2.285], [6.342, 1.362, 3.933], [-0.785, -2.959, -4.395], [-2.372, 0.297, -1.742], [-1.202, 1.717, 7.557], [-0.448, 0.581, 3.898], [-3.223, 1.591, 0.878], [0.596, -0.097, -4.206], [3.696, 1.799, -1.570], [-2.448, -2.383, 2.394], [-1.897, -1.561, 2.832], [3.230, 0.231, 3.214], [4.483, 0.291, 3.805], [2.266, 3.996, -2.402], [-5.259, 0.401, 0.351], [-0.187, -4.973, 0.854], [5.994, 3.215, -1.182], [3.434, 2.973, 1.255], [3.958, -2.646, -3.296], [0.204, -3.421, -4.423], [-2.146, -1.168, 4.111], [0.190, 3.309, 2.063], [0.116, -4.395, -3.936], [-4.493, 0.798, -2.451], [-5.287, -0.194, -4.908], [1.371, -3.563, -0.509], [-3.659, -0.094, -5.595], [-2.495, 0.031, -3.159], [-1.045, -3.632, 0.093], [-4.819, 2.850, -2.868], [-2.956, 2.123, 2.926], [3.189, -4.176, -3.715], [2.063, -5.513, -1.951], [4.636, 0.412, -1.041], [3.182, -2.604, 0.902], [-2.895, -1.668, 4.715], [2.694, -5.624, -0.306], [0.469, -3.589, -5.469], [1.480, -2.345, -3.528], [-5.867, 2.124, -1.630]], "lowdin_charge": [0.055, 0.082, -0.026, -0.722, 0.103, -0.011, -0.091, 0.026, -0.062, -0.136, 0.094, 0.846, -0.238, 0.097, -0.716, -0.137, 0.659, 0.027, -0.203, -0.183, 0.095, -0.339, 0.003, -0.091, -0.272, -0.708, 0.024, -0.112, -0.020, -0.199, 0.097, 0.643, -0.523, -0.338, -0.021, 0.873, -0.184, 0.016, 0.021, -0.192, 0.100, -0.045, -0.202, -0.192, -0.055, 0.043, 0.097, -0.086, -0.013, 0.640, 0.087, -0.023, 0.103, -0.252, -0.102, 0.087, -0.105, 0.013, 0.111, 0.092, 0.091, 0.012, -0.438, 0.093, -0.179, 0.007, -0.009, -0.723, 0.100, -0.073, -0.124, -0.101, -0.716, -0.033, 0.023, 0.649, 0.085, 0.028, -0.190, -0.055, 0.009, 0.018, -0.084, 0.087, 0.358, 0.085, 0.064, 0.012, 0.103, 0.110, 0.007, 0.022, 0.621, 0.030, 0.104, 0.023, 0.020, 0.352, 0.081], "max_force_ev_per_a": 0.4, "spin_multiplicity": 1, "gap_ev": 6.369, "total_energy_ev": -187353.8179, "relative_energy_kj_mol": 0.0, "molar_mass_g_mol": 1089.47, "total_charge": -1, "homo_energy_ev": -4.23}